1.
ORCA calculation (ωB97M-V with the def2-TZVPD basis set) on a molecular structure, C48H40N5OP2S4SbSe4Ti.

The spin multiplicity is 2. As for the total charge: +1. As for the expectation value of S²: 0.76. Its HOMO energy (alpha / beta) is -8.7 / -8.6 eV.

Geometry (Å):
Ti 0.4281 -0.5816 -0.4923
C -5.4618 -1.6631 -1.3788
S -4.2416 -2.9382 -0.9673
C -2.7644 -1.9951 -0.9082
S -2.5470 -0.7546 -2.2406
N -1.9192 -2.3347 -0.0211
N -0.7064 -1.8601 0.2126
C 0.0062 -2.6082 1.2269
C 0.7424 -1.6672 2.1234
C 1.1387 -1.9811 3.4188
C 1.8803 -1.0503 4.1259
C 2.1697 0.1725 3.5313
C 1.7267 0.4076 2.2419
N 1.0604 -0.5069 1.5413
H -6.3684 -2.1725 -1.6875
H -5.0854 -1.0399 -2.1840
H -5.6630 -1.0710 -0.4898
H -0.6775 -3.2682 1.7800
H 0.8737 -2.9353 3.8435
H 2.2302 -1.2756 5.1212
H 2.7312 0.9330 4.0510
H 1.9070 1.3586 1.7514
O 0.2418 1.4544 -0.2249
S -0.8132 1.6583 -1.2855
C 0.1164 2.4516 -2.6030
C -0.5550 3.1517 -3.5952
C 0.1509 3.6611 -4.6692
C 1.5155 3.4373 -4.7667
C 2.1592 2.6442 -3.8329
C 1.4667 2.1126 -2.7440
P 2.2411 0.7617 -1.7558
C 3.5475 1.5730 -0.7789
C 4.1103 0.8059 0.2431
C 5.1167 1.3278 1.0358
C 5.5579 2.6246 0.8255
C 4.9862 3.3944 -0.1741
C 3.9875 2.8755 -0.9797
C 3.1445 -0.1690 -3.0353
C 2.5219 -0.4381 -4.2566
C 3.0709 -1.3561 -5.1309
C 4.2355 -2.0275 -4.7933
C 4.8626 -1.7561 -3.5901
C 4.3220 -0.8372 -2.7095
C -2.0780 2.8099 -0.7180
C -2.4221 4.0296 -1.2674
C -3.7154 4.4961 -1.0864
C -4.6488 3.7192 -0.4173
C -4.2777 2.5374 0.2042
C -2.9691 2.0942 0.1023
P -2.1910 0.6667 0.9731
C -3.5408 0.0795 2.0681
C -3.8089 -1.2762 2.2035
C -4.8177 -1.7087 3.0495
C -5.5497 -0.7942 3.7838
C -5.2460 0.5554 3.6982
C -4.2431 0.9923 2.8545
C -1.3591 1.6318 2.3161
C -1.0677 0.9253 3.4822
C -0.5310 1.5709 4.5800
C -0.2797 2.9328 4.5312
C -0.5496 3.6362 3.3713
C -1.0755 2.9901 2.2654
H -1.6259 3.2659 -3.5431
H -0.3768 4.2039 -5.4367
H 2.0616 3.8339 -5.6083
H 3.2007 2.3880 -3.9671
H 3.7496 -0.2107 0.3979
H 5.5609 0.7263 1.8150
H 6.3472 3.0281 1.4410
H 5.3249 4.4057 -0.3341
H 3.5601 3.4814 -1.7659
H 1.6071 0.0809 -4.5309
H 2.5719 -1.5804 -6.0603
H 4.6369 -2.7725 -5.4601
H 5.7659 -2.2779 -3.3174
H 4.8187 -0.6458 -1.7679
H -1.6988 4.6103 -1.8206
H -4.0023 5.4429 -1.5135
H -5.6740 4.0440 -0.3569
H -5.0035 1.9534 0.7502
H -3.2288 -2.0039 1.6589
H -5.0273 -2.7629 3.1277
H -6.3434 -1.1316 4.4345
H -5.7916 1.2719 4.2944
H -3.9922 2.0433 2.8141
H -1.2902 -0.1343 3.5324
H -0.3220 1.0155 5.4808
H 0.1111 3.4458 5.3957
H -0.3695 4.6997 3.3246
H -1.2853 3.5663 1.3755
Se 1.3389 -4.2315 -4.1142
Sb -0.4528 -3.8229 -2.5744
Se -1.5963 -6.4755 -2.8047
Se -2.5655 -4.9744 -4.0605
Se -0.4328 -0.8960 -2.7342
S 1.7848 -2.4404 -0.8560
C 1.0773 -3.5306 0.4965
N 2.1644 -3.8976 1.3760
C 2.3216 -5.1721 1.8033
C 1.4383 -6.1412 1.4584
C 0.5394 -5.8134 0.4104
N 0.3935 -4.6269 -0.0602
H 2.9790 -3.2983 1.3472
H 3.1837 -5.3468 2.4293
H 1.4840 -7.1400 1.8482
H -0.0225 -6.5874 -0.0972

Atom charges from the Löwdin analysis, given in e for atoms 1 to 8: 0.33, -0.38, 0.86, -1.03, 0.46, -0.13, -0.30, -0.24

2.
ORCA calculation (ωB97M-V with the def2-TZVPD basis set) on a molecular structure, C42H52F3N6PbS3Si4.

The value obtained for the energy above the lowest of the compared OMol25 structures with the same formula, charge and spin is 1.539 eV. As for the total charge: +1. Its HOMO energy is -10.0 eV.

Geometry (Å):
Pb -0.2296 -1.0000 0.2557
N 2.7615 -2.3763 0.5837
N 3.7731 -1.3982 0.5612
C 3.9716 -0.6548 -0.5185
N 4.9558 0.2417 -0.3448
S 0.8589 0.0905 -2.3194
H 2.2716 -2.3049 1.4749
H 3.1788 -3.2960 0.4771
H 4.2513 -1.2304 1.4484
H 5.5093 0.3386 0.5023
H 5.2079 0.8433 -1.1081
S 3.2350 4.3152 0.0152
C 4.0741 5.8034 0.0459
C 4.4411 6.1492 1.3099
C 4.0370 5.1886 2.2710
C 3.3701 4.1297 1.7209
C 2.8025 2.9656 2.4048
C 2.5815 1.7556 1.7091
N 2.0879 0.6729 2.2545
C 1.7653 0.7050 3.5618
C 1.9305 1.8522 4.3523
C 1.5293 1.8361 5.7327
C 0.9667 0.7387 6.2755
C 0.7632 -0.4488 5.4906
C 0.1124 -1.5795 6.0058
C -0.0925 -2.6847 5.2076
C 0.4448 -2.6293 3.9048
N 1.0571 -1.5901 3.3933
C 1.1940 -0.4875 4.1567
C -0.8620 -3.8479 5.6517
C -1.5921 -3.9805 6.8006
C -2.2499 -5.2315 6.8989
C -2.0094 -6.0269 5.8205
S -0.9866 -5.2667 4.6856
C 2.4623 2.9954 3.7386
H 4.2510 6.3443 -0.8664
H 4.9832 7.0499 1.5477
H 4.2570 5.2683 3.3240
H 2.8397 1.6797 0.6577
H 1.6754 2.7310 6.3222
H 0.6507 0.7320 7.3089
H -0.2363 -1.5597 7.0305
H 0.3371 -3.4866 3.2464
H -1.6708 -3.2101 7.5513
H -2.8660 -5.5257 7.7322
H -2.3725 -7.0221 5.6356
H 2.5800 3.9021 4.3184
C -3.1741 -1.8030 3.9090
C -3.9036 -2.9002 3.4701
C -3.7561 -3.3427 2.1707
C -2.8680 -2.6887 1.3155
N -2.1385 -1.6618 1.7720
C -2.2950 -1.2220 3.0192
C -2.6904 -3.0317 -0.1259
C -3.4882 -4.0144 -0.7118
C -3.3924 -4.2885 -2.0654
C -2.4987 -3.5730 -2.8471
C -1.6971 -2.6042 -2.2572
C -1.7623 -2.3141 -0.8974
H -3.2716 -1.4195 4.9131
H -4.5840 -3.4084 4.1390
H -4.3297 -4.1879 1.8255
H -1.6769 -0.3811 3.3095
H -4.2006 -4.5760 -0.1250
H -4.0172 -5.0526 -2.5058
H -2.4290 -3.7694 -3.9092
H -1.0040 -2.0526 -2.8861
F -0.9167 2.0393 -1.3521
C -1.4579 1.1793 -0.0874
F -2.7641 1.2583 -0.3595
F -1.2356 2.0761 0.8673
C 3.3884 -0.4181 -4.2396
Si 1.6712 -1.0845 -4.0226
C 0.5115 -0.7013 -5.4324
C 1.6629 -2.8576 -3.4668
Si -0.6888 1.4187 -2.8853
Si 0.2170 3.5114 -3.5818
C 2.0784 3.3672 -3.4616
C -0.3110 3.7673 -5.3649
C -0.4770 4.8666 -2.4945
Si -2.9536 1.0170 -3.5268
C -2.8153 0.8864 -5.3951
C -3.9630 -0.4066 -2.8697
C -3.6660 2.6912 -3.0723
H 4.0151 -1.1223 -4.7878
H 3.8191 -0.2890 -3.2376
H 3.3963 0.5350 -4.7651
H 0.8149 -1.2080 -6.3488
H 0.4982 0.3686 -5.6444
H -0.5011 -1.0294 -5.1961
H 2.5452 -3.3595 -3.8626
H 0.7758 -3.4003 -3.7962
H 1.7161 -2.9104 -2.3785
H 2.4764 2.8492 -4.3337
H 2.3984 2.8199 -2.5775
H 2.5246 4.3627 -3.4265
H 0.0251 2.9573 -6.0121
H 0.1158 4.6927 -5.7544
H -1.3936 3.8448 -5.4565
H -0.4009 4.6353 -1.4330
H -1.5239 5.0559 -2.7246
H 0.0791 5.7880 -2.6749
H -2.3546 -0.0518 -5.7006
H -2.2465 1.7046 -5.8349
H -3.8168 0.9123 -5.8293
H -3.8150 -1.2996 -3.4762
H -5.0095 -0.1043 -2.9457
H -3.7554 -0.6688 -1.8352
H -3.1344 3.5016 -3.5668
H -3.6469 2.8731 -1.9979
H -4.7058 2.7322 -3.3996

Atom charges from the Löwdin analysis, given in e for atoms 1 to 8: 1.20, -0.01, -0.14, -0.21, 0.04, 0.36, 0.01, 0.08

3.
ORCA calculation (ωB97M-V with the def2-TZVPD basis set) on a molecular structure, C6H13CaMgO5.

The spin multiplicity is 2. As for the total charge: +2. As for the expectation value of S²: 0.75. Its HOMO energy (alpha / beta) is -13.8 / -16.5 eV.

Geometry (Å):
O -0.3849 -0.6788 -0.6230
C -1.5950 -1.3884 -0.5519
C -2.6288 -0.6158 0.2561
O -2.6117 0.7482 -0.1949
C -3.6004 1.5711 0.4181
Mg -0.7371 1.2645 -0.7766
H -1.4574 -2.3743 -0.0763
H -1.9845 -1.5656 -1.5697
H -2.3853 -0.6212 1.3308
H -3.6376 -1.0295 0.1129
H -3.4269 2.6006 0.0886
H -4.5986 1.2419 0.1007
H -3.5156 1.5086 1.5124
O 0.7610 1.0676 0.8086
C 0.7527 -0.1927 1.0240
O 1.8497 -0.9216 0.9462
C 3.1224 -0.3005 0.8303
O 3.2212 0.4636 -0.3405
C 3.3561 -0.2969 -1.5617
Ca 2.1714 2.2855 -0.3737
H 0.0070 -0.5936 1.7190
H 3.8470 -1.1207 0.8059
H 3.2906 0.3432 1.7009
H 3.4922 0.4280 -2.3704
H 4.2452 -0.9331 -1.4847
H 2.4472 -0.8898 -1.7311

Atom charges from the Löwdin analysis, given in e for atoms 1 to 8: -0.31, -0.24, -0.16, -0.31, -0.04, 0.86, 0.15, 0.14

Which value of total charge does entry 3 give? +2